A structure of composition C19H28BrO2Tc. Source: OMol25; level of theory: ωB97M-V/def2-TZVPD.

Cartesian coordinates (Å):
O 0.02937 -0.17200 -2.66185
C 0.10481 1.14411 -3.35557
C 0.15307 0.56541 -4.74505
H 1.04437 1.64672 -3.13019
H -0.76166 1.75609 -3.09040
C 0.15344 -0.76696 -3.97940
H 1.07372 0.76207 -5.28181
H -0.74703 0.73971 -5.31876
C 1.45065 -1.50270 -4.12295
H 2.29411 -0.85046 -3.86932
H 1.54981 -1.84909 -5.15803
H 1.43695 -2.38991 -3.48549
C -0.98245 -1.61984 -4.48917
H -1.93555 -1.07411 -4.51924
H -1.09601 -2.53461 -3.90091
H -0.72246 -1.90650 -5.51804
Tc -0.29555 -0.57999 2.81638
C -1.73474 -0.69744 4.45115
C -1.83552 0.72235 4.66870
C -2.38678 1.30951 3.51108
H -1.63574 1.22324 5.61091
C -2.69504 0.29197 2.56124
C -2.32589 -0.98665 3.14839
H -2.58039 -1.96620 2.76320
H -1.57043 -1.41473 5.24451
H -2.55764 2.37450 3.36798
H -3.22541 0.42292 1.61320
C 0.73819 -1.73557 4.35995
C 0.01510 -2.60487 3.45625
C 0.56373 -2.42247 2.13515
H -0.77359 -3.30681 3.69838
C 1.63795 -1.46093 2.23466
C 1.71278 -1.00450 3.60340
H 2.38811 -0.24671 3.98253
H 0.59647 -1.65458 5.44380
H 0.25490 -2.93325 1.23124
H 2.26767 -1.14721 1.41088
O 2.03375 1.43127 -1.31996
C 1.19741 0.62639 -0.44985
C -0.20816 1.24661 -0.38163
H 1.64629 0.68826 0.57496
H 1.23304 -0.39602 -0.78461
C 0.12585 2.73018 -0.56728
H -0.66363 1.02295 0.58743
H -0.86844 0.89757 -1.17039
C 1.61751 2.78459 -0.99544
H 0.04532 3.18054 0.42378
H -0.54129 3.24734 -1.27178
H 2.20948 3.09485 -0.11954
H 1.82990 3.45409 -1.84115
Br 0.73965 1.86086 2.62866

Properties
ΔE to the lowest compared entry with this formula, charge and spin ... 0.0 kJ/mol
2S+1 ... 4
HOMO energy (alpha / beta) ... -11.4 / -11.4 eV
Charge ... +1
LUMO energy (alpha / beta) ... -4.7 / -5.9 eV
⟨S²⟩ ... 3.779

---

An isolated molecule of C19H28ClN5O2. Source: OMol25; level of theory: ωB97M-V/def2-TZVPD.

Cartesian coordinates (Å):
C -2.13082 2.61600 4.22788
C -0.76177 1.76450 4.67099
C -0.36066 0.62676 3.51423
C -0.56026 -0.89089 4.11649
N -0.93235 -1.93496 3.08373
C -0.16065 -1.72594 1.77431
N -0.85553 -1.12381 0.58775
C 0.04024 -0.95396 -0.60793
C -0.66734 -0.27009 -1.95742
C -2.23563 0.21469 -2.03879
C -2.73625 1.14345 -0.77973
O -3.23005 2.46825 -1.28320
C -4.05318 0.49225 0.02003
N -3.93509 -1.00083 0.24472
C 0.25581 -0.10024 -3.33424
Cl -0.38655 0.63199 -4.93597
C 1.84967 -0.60360 -3.38624
C 2.75260 -0.48112 -4.74882
C 3.71584 1.01880 -4.62816
C 3.55899 2.06592 -5.99348
O 4.88573 1.15007 -5.64239
C 2.46239 -1.22682 -2.00028
N 3.94452 -1.65659 -2.00401
C 1.59567 -1.43064 -0.58428
N 2.34847 -2.06632 0.55209
C 1.39787 -2.18375 1.70985
C 2.02391 -2.87298 3.09945
H -2.61576 2.19312 3.23849
H -2.93619 2.58198 5.10597
H -1.80799 3.73483 4.01562
H -0.94355 1.19314 5.69588
H 0.13869 2.51207 4.75352
H -1.05537 0.82041 2.56739
H 0.75580 0.83818 3.15975
H 0.43998 -1.18527 4.69506
H -1.39468 -0.82362 4.96766
H -1.96265 -1.87319 2.93139
H -2.88089 -0.78169 -2.16603
H -2.47246 0.84764 -3.02293
H -1.87422 1.28513 0.02425
H -4.07854 2.21994 -1.79382
H -5.04770 0.65231 -0.62076
H -4.24251 1.03702 1.06425
H -4.73237 -1.49821 -0.23400
H -3.86600 -1.25707 1.25399
H 2.14669 -0.36903 -5.74319
H 3.57236 -1.33957 -4.86563
H 3.80696 1.54681 -3.49196
H 4.36736 2.71644 -6.49487
H 3.32467 2.92245 -5.19158
H 4.34861 -1.42772 -1.04604
H 4.50246 -1.04342 -2.65284
H 2.69154 -2.10323 3.70913
H 1.20282 -3.37254 3.76761
H 2.78734 -3.69706 2.69708

Properties
HOMO energy ... -7.8 eV
SMILES ... CCCCNc1nc2c(C[C@@H](O)CN)c(Cl)c(C[C@@H]3CO3)c(N)c2nc1C
LUMO energy ... -1.2 eV

---

An isolated molecule of C19H28FN3O5S. Source: OMol25; level of theory: ωB97M-V/def2-TZVPD.

Cartesian coordinates (Å):
C 3.19722 -2.30174 3.51618
C 2.36861 -1.03077 3.32014
C 1.16785 -1.02653 4.27081
C 3.23177 0.20892 3.54500
N 1.89267 -0.97370 1.93645
C 1.10856 -1.88382 1.34701
O 0.72048 -2.92679 1.83543
C 0.67429 -1.45305 -0.06697
N -0.44131 -0.52495 0.04209
C -1.76015 -1.11686 0.09732
C -2.33812 -1.39537 -1.30317
C -3.69820 -2.11624 -1.22537
C -4.56931 -1.33223 -2.20877
C -3.93844 0.05531 -2.12838
O -2.54741 -0.18714 -2.01751
C -0.16891 0.78225 0.17382
O 0.98304 1.19804 0.26232
C -1.33580 1.76298 0.21660
N -0.88151 3.11501 0.01612
S -0.78352 3.57450 -1.59184
O -0.33193 4.93216 -1.59842
O -2.04574 3.25327 -2.18788
C 0.49264 2.53001 -2.29426
C 0.15056 1.31449 -2.85372
C 1.15450 0.46828 -3.29393
C 2.47123 0.87425 -3.15737
F 3.45035 0.04373 -3.56784
C 2.81961 2.09840 -2.61112
C 1.80796 2.93334 -2.17205
H 2.58428 -3.17561 3.31655
H 4.04516 -2.30724 2.83534
H 3.56550 -2.35405 4.53686
H 1.50507 -1.05363 5.30310
H 0.57040 -0.12939 4.12048
H 0.54757 -1.89822 4.08146
H 4.07894 0.21055 2.86295
H 3.60924 0.22160 4.56379
H 2.65043 1.11383 3.38051
H 2.03051 -0.09904 1.44347
H 0.35425 -2.33246 -0.62539
H 1.49359 -0.95483 -0.58888
H -1.67739 -2.06102 0.64408
H -2.43778 -0.45832 0.64139
H -1.60674 -1.97597 -1.87904
H -3.61430 -3.16864 -1.48422
H -4.10197 -2.03837 -0.21532
H -5.62113 -1.33030 -1.93607
H -4.46118 -1.73171 -3.21704
H -4.30470 0.59878 -1.24603
H -4.09145 0.67531 -3.01075
H -2.04898 1.55834 -0.58166
H -1.83607 1.69807 1.19065
H -0.00490 3.30203 0.48629
H -0.88860 1.03665 -2.92838
H 0.93088 -0.49210 -3.73076
H 3.85884 2.37344 -2.52782
H 2.01951 3.89651 -1.73625

Properties
ΔE to the lowest compared entry with this formula, charge and spin ... 0.0 kJ/mol
HOMO energy ... -9.3 eV
SMILES ... CC(C)(C)NC(=O)CN(C[C@H]1CCCO1)C(=O)CNS(=O)(=O)c1ccc(F)cc1
LUMO energy ... 0.5 eV

---

A structure of composition C19H28GaN6O. Source: OMol25; level of theory: ωB97M-V/def2-TZVPD.

Cartesian coordinates (Å):
Ga -0.32713 -0.27841 2.63338
C 0.43139 -3.01850 2.74362
C 1.63694 -2.35151 3.39650
N 1.58968 -0.86685 3.20152
C 1.87039 -0.08308 4.44651
C 0.73364 -0.24040 5.45070
N -0.57566 -0.04010 4.77612
C -1.62472 -1.04538 5.08397
C -1.22696 -2.39847 4.51450
N -0.80721 -2.26142 3.08168
H 0.35523 -4.06207 3.05282
H 0.53470 -3.00202 1.65808
H 2.55284 -2.76160 2.97279
H 1.67743 -2.55224 4.46514
H 2.29247 -0.60147 2.51814
H 1.95228 0.96426 4.14898
H 2.82214 -0.37914 4.88915
H 0.87153 0.49128 6.24653
H 0.74106 -1.21807 5.92921
H -0.93874 0.88346 4.99231
H -2.54526 -0.70019 4.60691
H -1.82007 -1.11821 6.15506
H -2.06097 -3.09371 4.60047
H -0.39958 -2.83946 5.06652
H -1.56111 -2.60137 2.49174
C -2.36224 4.62606 -5.30664
C -1.43797 3.48548 -5.11952
C -1.27703 2.49328 -6.11838
C -0.39452 1.47270 -5.94953
C 0.37580 1.38103 -4.74775
N 1.28862 0.39120 -4.67414
C 2.31478 0.13461 -3.70788
O 3.43285 -0.01277 -4.09470
N 1.99515 0.09133 -2.36037
C 0.84376 -0.34442 -1.69231
C -0.21885 -1.00480 -2.30761
C -1.28643 -1.42470 -1.53569
C -1.25267 -1.23091 -0.16678
N -0.21133 -0.64913 0.43787
C 0.79544 -0.18245 -0.30933
C 0.20476 2.35645 -3.72359
C -0.67404 3.37582 -3.92142
H -2.79329 4.65374 -6.30327
H -1.84463 5.56844 -5.10731
H -3.17474 4.56702 -4.57365
H -1.85240 2.56638 -7.03171
H -0.25286 0.72928 -6.72475
H 1.53614 -0.05816 -5.55188
H 2.85701 0.05160 -1.83074
H -0.21046 -1.20249 -3.36983
H -2.13218 -1.92439 -1.98678
H -2.08048 -1.54150 0.45888
H 1.59821 0.33764 0.20256
H 0.81858 2.31914 -2.83496
H -0.77930 4.14921 -3.17114

Properties
ΔE to the lowest compared entry with this formula, charge and spin ... 0.0 kJ/mol
HOMO energy (alpha / beta) ... -17.0 / -16.3 eV
Charge ... +3
LUMO energy (alpha / beta) ... -9.7 / -10.8 eV

---

Strongest force on any atom list, top to bottom, in eV/Å: 4.1 8.0 0.9 0.3